Record 1
{"formula": "C13H3Cl5NO4Sn", "method": "wB97M-V/def2-TZVPD", "elements": ["Sn", "O", "C", "O", "C", "C", "C", "C", "C", "N", "C", "O", "O", "H", "H", "H", "Cl", "C", "C", "C", "Cl", "C", "Cl", "C", "Cl", "C", "Cl"], "xyz": [[-1.206066, 0.430312, -2.441896], [2.157847, -2.511226, -2.260885], [1.415677, -1.520680, -2.373013], [0.429945, -1.219165, -3.101640], [1.780959, -0.385509, -1.338052], [2.890564, -0.418933, -0.534317], [3.109333, 0.694647, 0.283262], [2.226247, 1.766400, 0.237863], [1.133306, 1.683582, -0.607390], [0.905411, 0.607512, -1.366712], [0.082760, 2.777097, -0.774061], [0.124147, 3.710888, 0.019791], [-0.734443, 2.524747, -1.771631], [3.559536, -1.267058, -0.554574], [3.967869, 0.717660, 0.943876], [2.363195, 2.658118, 0.833071], [-1.154546, -2.899138, -1.000091], [-1.624358, -1.703656, 0.123412], [-1.786904, -0.416136, -0.287082], [-2.351129, 0.442986, 0.668746], [-2.784168, 2.004750, 0.218804], [-2.640922, 0.044111, 2.047732], [-3.258301, 1.155826, 3.138744], [-2.400797, -1.250775, 2.439757], [-2.738150, -1.759998, 4.026103], [-1.891503, -2.143852, 1.492895], [-1.575508, -3.722510, 1.937289]], "forces_ev_per_a": [[3.5, 0.2, 2.2], [-2.1, 1.2, -1.3], [3.2, 0.0, 3.3], [-2.1, -0.2, -1.4], [-1.2, -1.2, -1.7], [0.3, 0.7, 0.6], [0.0, -0.4, -0.2], [-0.1, 0.0, -0.1], [-0.5, 0.1, -0.3], [0.2, 0.5, 0.6], [1.4, -0.2, 1.2], [-0.9, -0.9, -1.7], [-1.1, 0.0, -0.3], [-0.1, 0.0, -0.1], [0.0, 0.1, -0.1], [0.0, 0.0, 0.0], [0.0, 0.2, 0.3], [0.2, -1.1, -0.2], [-0.6, 0.9, -0.2], [-0.1, 0.2, 0.0], [-0.2, -0.1, 0.2], [0.2, 0.4, -0.6], [0.0, 0.2, 0.0], [0.1, -0.3, 0.0], [0.0, 0.0, 0.0], [0.1, 0.0, -0.3], [0.0, -0.1, -0.1]], "nbo_charge": [1.725, -0.586, 0.755, -0.702, 0.100, -0.201, -0.123, -0.204, 0.093, -0.539, 0.750, -0.554, -0.794, 0.270, 0.241, 0.263, 0.187, -0.019, -0.387, 0.019, 0.243, -0.034, 0.222, -0.133, 0.148, 0.009, 0.251], "de_lowest_kcal_mol": 81.0, "orbital_gap_ev": [4.59, 4.86], "lumo_ev": [-8.1664, -7.8157], "total_charge": 1}

=====

Record 2
{"formula": "C13H40N2O7", "method": "wB97M-V/def2-TZVPD", "elements": ["N", "C", "N", "O", "H", "H", "H", "H", "C", "C", "C", "O", "H", "H", "H", "H", "H", "H", "H", "H", "C", "C", "C", "O", "H", "H", "H", "H", "H", "H", "H", "H", "C", "C", "C", "O", "H", "H", "H", "H", "H", "H", "H", "H", "C", "C", "C", "O", "H", "H", "H", "H", "H", "H", "H", "H", "O", "H", "H", "O", "H", "H"], "xyz": [[12.017145, 8.350577, 5.573271], [11.142002, 9.354297, 6.007649], [11.743355, 10.431290, 6.614619], [9.931141, 9.238327, 5.851484], [13.014552, 8.454087, 5.738971], [11.709737, 7.398661, 5.734160], [12.712017, 10.335584, 6.742491], [11.343795, 11.318287, 6.855009], [7.063584, 5.303884, 7.331716], [8.424608, 6.106326, 7.314503], [9.396141, 5.353821, 6.492816], [8.037409, 7.301655, 6.634326], [6.721835, 5.210102, 6.285956], [6.323484, 5.894725, 7.871902], [7.127632, 4.329445, 7.844490], [8.853482, 6.289147, 8.322700], [8.961858, 5.115366, 5.534390], [9.795488, 4.463904, 6.952614], [10.309611, 5.868002, 6.303125], [8.771946, 7.820459, 6.379341], [7.813453, 9.224192, 10.421756], [6.662744, 8.467615, 9.709312], [5.343819, 8.479374, 10.559354], [6.317332, 9.117796, 8.411663], [7.687962, 8.871844, 11.447594], [7.685338, 10.325419, 10.346708], [8.786056, 8.953156, 9.989639], [6.973527, 7.507265, 9.446097], [5.356702, 7.751174, 11.363785], [4.506825, 8.340857, 9.859068], [5.329860, 9.430524, 11.000045], [6.695439, 8.536112, 7.737477], [12.338571, 14.209496, 6.952459], [10.851509, 13.984613, 7.271404], [9.933892, 14.161953, 6.060673], [10.752113, 12.754700, 7.961002], [12.922220, 14.223044, 7.857884], [12.466020, 15.220400, 6.469369], [12.678621, 13.457225, 6.272296], [10.581321, 14.766345, 7.951770], [8.897410, 14.132822, 6.305680], [10.023598, 13.416039, 5.264924], [10.148782, 15.159880, 5.547473], [9.855861, 12.302107, 7.920197], [7.513893, 13.701773, 10.109477], [5.982956, 13.535001, 10.185075], [5.388478, 12.825319, 8.977941], [5.614757, 12.900224, 11.388193], [7.941300, 14.574405, 10.632843], [7.724368, 13.859108, 9.040777], [7.866132, 12.752502, 10.422388], [5.437536, 14.501814, 10.153831], [5.654619, 13.236349, 7.968174], [4.345826, 12.726150, 9.105596], [5.660582, 11.775888, 8.958637], [5.605274, 11.954317, 11.419022], [6.996161, 12.130747, 5.102434], [6.520605, 11.295831, 4.897277], [7.568843, 11.942179, 5.904737], [8.197488, 11.009199, 7.447151], [8.670066, 10.306121, 7.001934], [7.466424, 10.531940, 7.913333]], "forces_ev_per_a": [[0.2, 0.2, 0.4], [0.6, 0.5, 0.5], [-0.4, -1.8, -1.2], [-0.1, 0.0, 0.2], [-0.4, 0.1, 0.0], [-0.2, 0.3, -0.3], [1.1, 0.2, 0.3], [-0.7, 0.3, 0.2], [0.8, 0.5, 0.6], [-1.8, -0.5, -0.1], [0.8, -0.7, -0.5], [-1.5, -0.7, 1.1], [0.2, -0.1, 0.5], [-0.1, 0.0, 0.0], [0.1, 0.3, -0.4], [-0.5, 0.1, -0.3], [-0.1, -0.2, -0.3], [-0.5, -0.7, 0.4], [0.7, 1.1, -0.2], [1.7, 1.1, -0.6], [-1.0, -0.4, -0.6], [-1.2, 2.6, -0.3], [1.3, -1.0, -1.7], [0.5, -0.4, 1.1], [0.7, 0.4, 0.2], [0.0, -0.7, 0.2], [-0.2, 0.1, 0.3], [0.4, -1.8, -0.1], [0.0, -0.3, -0.1], [0.2, 0.0, 0.5], [-0.5, 1.5, 0.7], [0.0, -0.1, -0.3], [-1.0, 1.4, -0.4], [0.2, 0.6, -0.7], [1.0, 0.8, -1.2], [-1.1, -1.6, -0.2], [0.2, -0.2, 0.3], [-0.1, -1.0, 0.4], [0.4, -0.5, -0.4], [-0.3, 0.6, 0.7], [-0.9, 0.2, 0.5], [0.4, -0.2, 0.2], [-0.3, -1.2, 0.9], [1.0, 1.1, 0.0], [-1.3, 1.2, -1.3], [-0.3, 0.7, -0.8], [1.2, -0.7, -0.8], [-0.5, 1.3, 1.1], [-0.3, -0.7, 0.2], [0.4, -0.2, 0.3], [1.1, -0.7, 0.4], [0.6, -0.2, 0.6], [-0.3, -0.1, 1.1], [-1.5, 0.5, 0.0], [0.7, -0.4, -0.1], [0.2, -0.7, -0.7], [0.3, -0.7, 0.7], [0.6, 0.8, 0.4], [-1.1, -0.1, -1.1], [-0.5, 0.2, 0.7], [0.6, -0.5, -0.5], [0.3, 0.4, -0.2]], "nbo_charge": [-0.844, 0.801, -0.830, -0.716, 0.379, 0.395, 0.376, 0.437, -0.618, 0.091, -0.626, -0.765, 0.220, 0.207, 0.209, 0.160, 0.217, 0.216, 0.185, 0.502, -0.640, 0.110, -0.626, -0.781, 0.212, 0.215, 0.216, 0.165, 0.211, 0.231, 0.195, 0.503, -0.615, 0.102, -0.645, -0.767, 0.215, 0.210, 0.198, 0.155, 0.221, 0.215, 0.217, 0.516, -0.626, 0.106, -0.642, -0.738, 0.217, 0.203, 0.205, 0.168, 0.228, 0.214, 0.197, 0.468, -0.983, 0.468, 0.498, -1.017, 0.497, 0.511], "smiles": "NC(N)=O.CC(C)O.CC(C)O.CC(C)O.CC(C)O.O.O", "de_lowest_kcal_mol": 0.0, "orbital_gap_ev": 10.35, "lumo_ev": 0.3844}

=====

Record 3
{"formula": "C13H41Ag2N10O7", "method": "wB97M-V/def2-TZVPD", "elements": ["Ag", "Ag", "C", "O", "H", "H", "H", "C", "C", "C", "O", "C", "N", "H", "H", "H", "H", "H", "H", "H", "H", "H", "H", "H", "C", "C", "C", "O", "C", "N", "H", "H", "H", "H", "H", "H", "H", "H", "H", "H", "H", "C", "O", "N", "N", "H", "H", "H", "H", "C", "O", "N", "N", "H", "H", "H", "H", "C", "O", "N", "N", "H", "H", "H", "H", "C", "O", "N", "N", "H", "H", "H", "H"], "xyz": [[2.354998, 3.586215, -1.186965], [2.975897, 1.879941, 0.814316], [1.042641, 1.122490, -0.598467], [1.339188, 2.430012, -0.212019], [0.307600, 0.811430, 0.143873], [0.722794, 1.009835, -1.634376], [1.865217, 0.429215, -0.422857], [-1.754374, -0.965187, 0.301116], [-0.482829, -1.381280, -0.396972], [0.078848, -2.695503, 0.120152], [0.386951, -2.695953, 1.553938], [1.191196, -3.822666, 1.793073], [-0.743449, -1.477318, -1.810306], [-1.434075, -0.858253, 1.337490], [-2.558394, -1.693326, 0.408207], [-2.141578, -0.029621, -0.102481], [0.281364, -0.641241, -0.159375], [0.910877, -3.148248, -0.419156], [-0.725272, -3.410359, -0.054397], [2.088800, -3.830507, 1.174739], [0.677906, -4.784184, 1.782146], [1.575116, -3.800922, 2.812993], [0.120906, -1.611000, -2.315411], [-1.063856, -0.599634, -2.193856], [-0.664418, 0.089473, 2.666537], [-1.047614, 1.261941, 1.765816], [-2.341062, 1.930138, 2.135120], [-3.329091, 0.988204, 2.541495], [-4.575976, 1.694135, 2.869552], [0.050209, 2.213619, 1.498553], [-0.615060, 0.487658, 3.679995], [0.273492, -0.394812, 2.394673], [-1.375770, -0.710374, 2.872262], [-1.403957, 0.802992, 0.843600], [-2.792199, 2.491206, 1.316713], [-2.011947, 2.644633, 2.889617], [-5.228720, 0.962504, 3.345717], [-5.110176, 2.065598, 1.995042], [-4.409573, 2.627696, 3.407030], [-0.281468, 3.102319, 1.151696], [0.771949, 1.859740, 0.887013], [-1.214495, 2.742402, -2.297835], [-1.834236, 2.833211, -3.377218], [-1.548487, 1.966520, -1.328781], [-0.036656, 3.321432, -2.129865], [-2.350357, 1.366120, -1.457700], [-0.948048, 1.970534, -0.516656], [0.174855, 3.907734, -2.924594], [0.665934, 3.099057, -1.439199], [2.432483, -2.795927, -1.189997], [1.857094, -3.751504, -1.613033], [2.340874, -1.604238, -1.663326], [3.191583, -2.825644, -0.173468], [2.966944, -0.852748, -1.411542], [1.733090, -1.515240, -2.465065], [3.652531, -1.990948, 0.159568], [3.228289, -3.626139, 0.441310], [-0.358056, 0.109975, -4.227340], [-0.348864, -0.897916, -4.898162], [0.748906, 0.668324, -3.732889], [-1.485135, 0.810853, -3.970381], [0.633828, 1.351388, -2.997850], [1.578814, 0.094607, -3.779883], [-1.488992, 1.781844, -3.692429], [-2.255686, 0.382817, -4.463469], [1.930845, -0.101758, 2.033427], [1.970912, 1.093158, 1.826792], [2.146888, -0.729243, 3.132611], [1.803546, -0.780684, 0.987126], [2.264852, -1.730743, 3.076182], [2.398504, -0.207404, 3.959941], [1.622119, -1.774256, 0.989792], [1.601027, -0.256189, 0.148096]], "forces_ev_per_a": [[5.8, 5.0, -3.3], [15.8, 9.0, -8.1], [-0.4, -0.1, -2.3], [-2.2, -1.4, -2.5], [-0.3, -0.2, -1.2], [-0.1, -0.2, 1.0], [0.9, 3.2, -3.2], [0.0, -1.4, 0.8], [-0.3, -0.1, -0.1], [-2.0, -1.1, 0.3], [-0.6, -0.8, -0.6], [0.4, -0.8, 1.5], [0.6, -0.4, -0.5], [-0.9, -0.2, -1.2], [0.1, -0.4, -0.9], [-0.4, -0.8, -0.2], [-1.6, -1.0, -0.6], [-1.5, 0.6, 0.7], [-0.1, -0.3, 0.2], [-1.3, -0.5, 0.4], [-0.3, 0.0, -0.6], [-0.1, 0.4, 0.4], [-0.4, -0.6, -0.2], [-0.7, 0.1, 0.2], [0.1, 1.1, 2.1], [-0.5, -0.6, -1.5], [-0.2, 0.4, 0.9], [-0.6, 1.3, 0.5], [0.6, -0.5, -0.7], [-3.8, 0.5, 2.9], [0.8, 0.3, 0.3], [-1.9, 0.3, 0.4], [-0.3, 0.3, -0.5], [1.1, 0.6, 0.4], [0.4, 0.3, -0.4], [-0.8, 0.3, 0.8], [0.2, 0.3, 0.3], [0.2, -0.4, -0.6], [0.3, -0.4, 0.8], [-0.4, 0.1, 0.1], [-2.5, 1.2, 3.2], [-1.0, 1.5, -1.3], [-1.0, 6.3, 2.8], [-1.4, -1.4, 1.8], [1.0, 2.5, -2.2], [0.1, 0.1, 0.3], [-0.9, -0.2, 0.2], [0.2, 0.1, 0.0], [-2.3, -0.3, 0.0], [0.9, -1.8, -1.9], [-0.9, -2.5, -2.0], [-1.1, 4.7, -3.1], [4.7, -0.6, 5.0], [-0.1, -0.4, -0.4], [0.6, 0.3, -0.1], [0.0, -0.4, 0.0], [0.8, 0.1, -1.0], [-2.7, -0.1, -1.7], [0.8, -1.2, -0.2], [2.4, 0.8, 0.9], [0.7, -5.8, -1.4], [0.4, -0.1, -1.0], [0.0, 0.4, -0.1], [-0.2, -1.4, -1.8], [-0.1, 0.3, 0.1], [1.9, -0.9, 0.5], [-8.1, -5.3, 13.4], [1.3, -1.0, 3.5], [1.0, -4.3, -3.0], [-0.1, 0.2, 0.5], [-0.2, -0.3, 0.0], [0.0, 0.6, 0.4], [-0.1, -3.1, 2.6]], "lowdin_charge": [0.951, 0.956, -0.259, -0.619, 0.075, 0.081, 0.036, -0.040, -0.408, -0.125, -0.190, -0.092, 0.120, 0.027, 0.122, 0.068, 0.060, 0.053, 0.154, 0.053, 0.118, 0.096, 0.040, 0.040, -0.038, -0.402, -0.209, -0.167, -0.060, 0.034, 0.115, 0.046, 0.107, 0.039, 0.123, 0.131, 0.093, 0.080, 0.086, 0.100, -0.075, -0.652, 0.088, 0.248, 0.145, 0.149, 0.078, 0.135, -0.056, -0.850, 0.110, 0.206, 0.176, 0.127, 0.108, 0.130, 0.120, -0.749, 0.053, 0.158, 0.164, 0.037, 0.106, -0.146, 0.133, -0.793, -0.272, 0.263, 0.123, 0.126, 0.158, 0.071, -0.018], "orbital_gap_ev": 5.72, "lumo_ev": -5.6299, "total_charge": 1}

=====

Number 1: E_tot -3367.8364 hartree, molar mass 533.15 g/mol. Number 2: E_tot -1155.5154 hartree, molar mass 336.47 g/mol. Number 3: E_tot -1887.1238 hartree, molar mass 665.27 g/mol.